Here is a cluster of 5 separate species, C26H18NO8S in total from OMol25. Energies are from ωB97M-V with the def2-TZVPD basis set.

XYZ file:
```
54
Properties=species:S:1:pos:R:3:forces:R:3
C -0.599189 -1.023771 6.384266 1.896 0.522 -1.491
N -1.616108 -0.343882 5.480981 -6.101 -1.660 4.779
C -2.864261 -0.562335 6.077946 3.225 -1.291 -3.548
S -4.404216 -1.328617 6.302779 3.605 2.003 -0.365
H 0.362315 -0.350681 6.306812 -1.827 -1.242 0.077
H -0.276160 -2.074047 5.981026 -1.256 1.688 0.780
C 1.610889 -3.038482 2.515446 -0.258 -0.018 -0.006
C 1.547020 -3.062489 1.180654 0.023 0.054 -0.057
C 1.026302 -1.910915 0.417804 -0.106 0.240 0.618
O 0.965622 -1.932793 -0.803814 0.049 -0.149 -0.621
C 0.580678 -0.731856 1.186597 0.030 -0.316 -0.217
C 0.644548 -0.707848 2.521389 0.099 -0.055 0.122
C 1.165266 -1.859423 3.284240 -0.183 0.050 0.040
O 1.225945 -1.837544 4.505858 0.658 0.027 -0.263
H 1.989431 -3.874844 3.090298 -0.018 0.008 0.032
H 1.870658 -3.919543 0.602266 0.024 0.023 -0.036
H 0.202136 0.104506 0.611746 0.047 -0.083 0.059
H 0.320910 0.149206 3.099778 0.018 -0.275 -0.010
C 1.310889 0.861518 -2.384554 0.139 -0.081 -0.286
C 1.247020 0.837511 -3.719346 0.182 -0.099 0.409
C 0.726302 1.989085 -4.482196 0.010 -0.237 -0.775
O 0.665622 1.967207 -5.703814 -0.007 0.165 0.679
C 0.280678 3.168144 -3.713403 -0.089 0.276 0.437
C 0.344548 3.192152 -2.378611 -0.135 0.267 -0.432
C 0.865266 2.040577 -1.615760 0.086 -0.179 0.760
O 0.925945 2.062456 -0.394142 -0.041 0.224 -0.741
H 1.689431 0.025156 -1.809702 -0.103 0.000 0.019
H 1.570658 -0.019543 -4.297734 -0.056 0.195 0.051
H -0.097864 4.004506 -4.288254 0.004 -0.022 -0.016
H 0.020910 4.049206 -1.800222 0.006 -0.032 0.018
C -2.602790 4.114230 4.383162 0.178 -0.281 0.030
C -1.870568 3.000429 4.481270 -0.500 0.133 0.170
C -0.518022 2.918758 3.895473 0.452 -0.949 0.157
O 0.152079 1.899049 3.983063 -0.394 1.210 -0.040
C -0.005642 4.115433 3.198882 0.008 0.509 -0.189
C -0.737864 5.229233 3.100773 0.395 -0.260 -0.079
C -2.090411 5.310905 3.686571 -0.516 0.459 0.057
O -2.760511 6.330613 3.598981 0.357 -0.405 -0.010
H -3.596870 4.190592 4.806509 0.026 0.017 -0.018
H -2.231965 2.114561 4.989648 0.134 -0.121 -0.013
H 0.988438 4.039070 2.775535 -0.021 -0.052 -0.004
H -0.376467 6.115101 2.592396 -0.038 -0.001 0.020
C 0.111885 -4.367824 -4.343893 0.181 0.353 0.158
C 0.632855 -3.140252 -4.433240 -0.081 -0.298 0.256
C 0.755881 -2.453081 -5.733960 0.278 0.661 0.040
O 1.234425 -1.330306 -5.816915 -0.247 -0.929 -0.231
C 0.279683 -3.173942 -6.931206 -0.206 -0.370 -0.254
C -0.241287 -4.401514 -6.841860 0.140 0.406 -0.280
C -0.364313 -5.088684 -5.541140 -0.333 -0.793 0.194
O -0.842857 -6.211460 -5.458184 0.298 0.689 -0.118
H 0.015107 -4.886293 -3.397810 -0.009 0.020 -0.026
H 0.985939 -2.598021 -3.564255 -0.035 -0.012 0.081
H 0.376461 -2.655473 -7.877289 0.009 0.023 0.037
H -0.594372 -4.943745 -7.710844 0.000 -0.009 0.047
```
Forces are in eV/Å.

Properties
- LUMO energy (Eh) = -0.0101
- HOMO (eV) = -2.3
- total charge = -1
- gap between HOMO and LUMO (eV) = 2.0714